This record from the OMol25 dataset describes a structure of composition C37H80BN3O12Zr. The level of theory is ωB97M-V/def2-TZVPD.

Cartesian coordinates (Å):
Zr: -7.0847 -5.1063 8.3890
B: -6.2729 -3.1680 7.5140
H: -5.7963 -4.0859 7.2064
H: -6.1200 -2.3876 6.7847
H: -7.3265 -3.2553 7.7295
H: -5.8066 -2.9241 8.4559
C: -2.2325 -1.1804 2.6288
C: -1.8742 -2.0033 1.3524
C: -1.8144 -3.5061 1.5317
C: -0.6107 -3.9585 2.4232
N: -0.5760 -5.5306 2.5963
C: 0.5733 -5.8834 3.5565
C: 1.4901 -6.8826 2.7715
C: 0.7348 -7.3240 1.5741
C: -0.1353 -6.1137 1.2075
C: -1.9580 -6.1878 3.0234
C: -2.6369 -5.4202 4.1934
C: -3.7986 -6.1610 4.9281
H: -2.9951 -1.7100 3.1997
H: -2.6437 -0.2463 2.2459
H: -1.3582 -0.9878 3.2506
H: -0.9748 -1.5421 0.9443
H: -2.7727 -1.7720 0.7804
H: -1.7548 -3.9990 0.5613
H: -2.7242 -3.8784 2.0026
H: -0.7067 -3.5187 3.4158
H: 0.3175 -3.5532 2.0203
H: 0.1241 -6.4567 4.3674
H: 1.0115 -5.0140 4.0466
H: 1.7410 -7.7222 3.4198
H: 2.4419 -6.4948 2.4084
H: 0.0774 -8.1703 1.7733
H: 1.3504 -7.5683 0.7084
H: -1.0259 -6.2873 0.6036
H: 0.4337 -5.2858 0.7845
H: -1.9092 -7.2271 3.3483
H: -2.6197 -6.0814 2.1638
H: -2.9673 -4.4123 3.9423
H: -1.8140 -5.2912 4.8965
H: -3.4546 -6.9133 5.6379
H: -4.4203 -6.7727 4.2744
H: -4.3792 -5.4972 5.5687
C: -3.2623 -1.4887 7.3798
C: -2.7848 -1.9062 8.7883
C: -1.6380 -2.8964 8.7148
C: -1.3656 -3.4921 10.1035
N: -0.0501 -4.3492 10.0867
C: 0.1088 -5.0063 11.5044
C: 1.5779 -5.2661 11.7153
C: 2.3113 -4.2997 10.8323
C: 1.2460 -3.4700 10.1319
C: 0.0531 -5.4278 8.9388
C: -1.1265 -6.3535 8.9719
C: -0.7515 -7.6422 8.0939
H: -3.7834 -2.3108 6.8892
H: -2.3335 -1.2763 6.8503
H: -3.9607 -0.6610 7.5030
H: -3.6818 -2.3787 9.1886
H: -2.6189 -1.0632 9.4591
H: -0.7187 -2.3912 8.4186
H: -1.8375 -3.6751 7.9786
H: -2.1954 -4.1096 10.4474
H: -1.2252 -2.8157 10.9466
H: -0.4495 -5.9411 11.4543
H: -0.3385 -4.3700 12.2681
H: 1.7766 -6.2743 11.3519
H: 1.9338 -5.2654 12.7455
H: 3.0243 -4.7923 10.1712
H: 2.8758 -3.6403 11.4915
H: 1.4705 -3.0234 9.1633
H: 1.1081 -2.6028 10.7777
H: 0.9361 -6.0577 9.0468
H: 0.1152 -4.9157 7.9786
H: -2.0547 -5.9397 8.5777
H: -1.3405 -6.7378 9.9693
H: -0.5934 -7.3022 7.0704
H: -1.6254 -8.2935 8.0857
H: 0.1020 -8.2348 8.4233
C: -5.6742 0.8731 4.9089
C: -4.9668 1.1709 3.6593
C: -5.7696 2.1401 2.8436
C: -4.9712 2.4980 1.5271
N: -5.3659 3.8176 0.8246
C: -4.6621 4.0322 -0.5177
C: -3.9138 5.4031 -0.4222
C: -3.5584 5.4141 1.0174
C: -4.9316 5.0551 1.6885
C: -6.9256 3.9698 0.6398
C: -7.6026 2.8156 -0.2101
C: -9.0674 3.0293 -0.4836
H: -5.5560 1.5746 5.7348
H: -5.4015 -0.1281 5.2425
H: -6.7466 0.8267 4.7194
H: -4.7733 0.2012 3.2008
H: -4.0138 1.5988 3.9706
H: -5.9466 3.0147 3.4697
H: -6.7323 1.7198 2.5530
H: -5.1635 1.7600 0.7484
H: -3.9014 2.5823 1.7180
H: -5.4358 4.1088 -1.2817
H: -4.0305 3.1933 -0.8101
H: -4.5812 6.2153 -0.7104
H: -3.1472 5.3568 -1.1957
H: -3.3339 6.4331 1.3326
H: -2.7716 4.7500 1.3752
H: -5.6141 5.9050 1.6960
H: -4.8600 4.8146 2.7493
H: -7.0500 4.9539 0.1879
H: -7.3503 3.9927 1.6434
H: -7.5993 2.0058 0.5195
H: -7.0408 2.4035 -1.0484
H: -9.1774 3.9861 -0.9940
H: -9.6946 3.0121 0.4077
H: -9.4791 2.2628 -1.1402
O: -7.0529 -7.5576 4.9726
C: -7.0981 -6.8255 6.0605
O: -7.6699 -5.7464 6.2097
O: -6.5695 -7.0372 7.1601
H: -7.6852 -7.0908 4.4213
O: -4.0398 -6.8690 10.6198
C: -5.0846 -6.3213 9.9420
O: -4.9851 -5.4954 9.0466
O: -6.2967 -6.5425 10.0850
H: -4.5403 -7.5980 10.9934
O: -11.0673 -5.8192 9.0735
C: -9.8342 -5.5619 8.6098
O: -8.8928 -6.3788 8.6867
O: -9.2855 -4.4902 8.2582
H: -11.0358 -6.6844 9.4882
O: -7.4080 -2.8873 12.1766
C: -7.9320 -3.8024 11.3164
O: -9.0063 -4.4417 11.5104
O: -7.3747 -3.9306 10.2124
H: -7.8848 -2.9671 13.0060

Computed properties:
LUMO energy ... -4.092 eV
Charge ... +2
HOMO energy ... -10.40 eV
Energy relative to the best compared isomer or geometry (same formula, charge and spin) ... 92.0 kcal per mole

Results of the Löwdin charge analysis, in e, for atoms 1 through 2: number 1, Zr, carries 2.0186; number 2, B, carries -0.4288

This record from the OMol25 dataset describes a cluster of 5 separate species, C37H80N2O5P in total. The level of theory is ωB97M-V/def2-TZVPD.

Cartesian coordinates (Å):
C: -20.4329 12.3515 -9.7453
C: -20.0435 10.8769 -9.6436
C: -18.6327 10.6522 -9.1030
C: -17.6560 11.3178 -10.0731
N: -16.2593 10.7823 -9.9219
C: -15.3403 11.5588 -10.8356
C: -13.9633 11.6629 -10.1667
C: -14.1661 11.0613 -8.7494
C: -15.6575 11.0130 -8.5472
C: -16.1120 9.3988 -10.4248
H: -21.5129 12.4289 -9.8831
H: -19.9351 12.8290 -10.5963
H: -20.2502 12.9972 -8.8821
H: -20.0229 10.3895 -10.6196
H: -20.8512 10.5378 -8.9949
H: -18.4108 9.5894 -9.0353
H: -18.5287 11.1701 -8.1464
H: -17.5650 12.3981 -10.0594
H: -17.9390 10.9611 -11.0681
H: -15.3921 11.2898 -11.8860
H: -15.7193 12.5858 -10.8725
H: -13.1647 11.1358 -10.6796
H: -13.6850 12.7111 -10.0859
H: -13.6308 10.1148 -8.7606
H: -13.7360 11.6710 -7.9581
H: -16.1460 10.3212 -7.8703
H: -16.0255 12.0342 -8.3979
H: -15.0853 9.0447 -10.3385
H: -16.2875 9.3398 -11.4983
H: -16.7814 8.7062 -9.9266
C: -19.7301 3.2445 -11.6989
C: -18.3439 2.8149 -11.1547
C: -17.2416 3.5918 -11.8669
C: -16.0356 3.7807 -10.9848
N: -14.8629 4.4679 -11.6016
C: -15.2438 5.9397 -11.9081
C: -15.3752 6.0068 -13.4148
C: -14.3036 5.0530 -13.9114
C: -14.3860 3.9065 -12.9268
C: -13.6460 4.5124 -10.7007
H: -19.6300 3.2881 -12.7906
H: -19.9236 4.2586 -11.3435
H: -20.5083 2.5302 -11.4485
H: -18.2921 1.7334 -11.2884
H: -18.4001 3.0084 -10.0812
H: -17.6708 4.5777 -12.1102
H: -17.1833 3.1721 -12.8773
H: -15.6871 2.8187 -10.6031
H: -16.3233 4.4383 -10.1680
H: -14.4014 6.5439 -11.5667
H: -16.0603 6.3219 -11.2952
H: -15.2903 7.0393 -13.7435
H: -16.3496 5.5860 -13.6808
H: -13.3063 5.5031 -13.8581
H: -14.4647 4.7446 -14.9422
H: -13.5191 3.2669 -12.8045
H: -15.1803 3.2404 -13.2758
H: -13.2558 3.5108 -10.5773
H: -14.0366 4.9244 -9.7563
H: -12.9840 5.3152 -11.0052
C: -19.0927 3.5987 -15.8889
C: -19.2011 4.9383 -15.1768
C: -20.6382 5.4494 -15.1086
C: -20.9437 6.6213 -14.1676
P: -22.7366 6.8055 -13.7770
C: -23.6639 6.1266 -15.1842
C: -25.1723 6.1817 -14.9626
C: -25.9864 5.6562 -16.1539
C: -25.7873 4.2121 -16.5491
C: -23.0529 8.6018 -13.6462
C: -22.9233 9.2595 -12.3002
C: -22.6152 10.7765 -12.3651
C: -23.8865 11.6277 -12.4069
C: -23.3162 5.9638 -12.2789
C: -23.1270 4.4212 -12.3146
C: -24.3709 3.5758 -12.5198
C: -25.5453 3.8329 -11.5623
H: -19.8748 2.9081 -15.5462
H: -18.1458 3.1034 -15.6979
H: -19.3739 3.6896 -16.9415
H: -18.6302 5.7443 -15.6468
H: -18.8176 4.7771 -14.1623
H: -21.2616 4.6047 -14.7879
H: -20.9526 5.6549 -16.1401
H: -20.6735 7.6009 -14.5643
H: -20.2903 6.4469 -13.3047
H: -23.3232 5.0844 -15.1894
H: -23.3192 6.5585 -16.1246
H: -25.4667 7.2239 -14.7636
H: -25.5165 5.8017 -13.9935
H: -25.6735 6.3208 -16.9708
H: -27.0094 5.9684 -15.9312
H: -26.0354 3.5415 -15.7220
H: -24.7511 3.9849 -16.8141
H: -26.3843 3.9561 -17.4222
H: -23.9577 8.7427 -14.2507
H: -22.3581 9.1529 -14.2930
H: -22.1486 8.8199 -11.6529
H: -23.7014 9.1516 -11.5301
H: -21.9328 10.9360 -13.2013
H: -22.1097 10.9691 -11.4200
H: -24.3287 11.4391 -13.3921
H: -23.5994 12.6790 -12.4888
H: -24.5715 11.4576 -11.5851
H: -24.3257 6.3135 -12.0555
H: -22.6737 6.4726 -11.5446
H: -22.5948 4.2952 -11.3725
H: -22.4727 4.1676 -13.1510
H: -24.0500 2.5348 -12.4149
H: -24.7622 3.6530 -13.5382
H: -25.1834 3.6848 -10.5442
H: -26.4612 3.3116 -11.8100
H: -25.7366 4.9107 -11.6252
C: -18.4914 6.3686 -9.4768
C: -19.1240 6.9329 -10.7558
O: -18.4074 7.3646 -11.7015
O: -20.3646 7.0633 -10.6555
H: -18.3882 5.2899 -9.4472
H: -19.0674 6.7611 -8.6344
H: -17.5488 6.8300 -9.1463
O: -16.4285 6.9863 -6.4360
C: -15.4775 6.7533 -7.4460
O: -14.8291 7.7912 -7.8219
O: -15.3552 5.6281 -7.9593
H: -16.2786 7.9598 -6.4967

Computed properties:
LUMO energy ... -1.636 eV
Charge ... +1
HOMO energy ... -9.46 eV
Energy relative to the best compared isomer or geometry (same formula, charge and spin) ... 0.0 kcal per mole

Results of the Löwdin charge analysis, in e, for atoms 1 through 2: number 1, C, carries -0.1149; number 2, C, carries -0.2471

This record from the OMol25 dataset describes a cluster of 7 separate species, C37H81FN9O2 in total. The level of theory is ωB97M-V/def2-TZVPD.

Cartesian coordinates (Å):
F: 0.3733 -0.8364 0.4163
C: 2.0026 5.7067 5.8434
C: 1.9462 6.1251 4.3690
N: 1.1561 5.2158 3.5652
C: 0.1994 5.5714 2.6419
C: -0.2375 4.4545 2.0425
N: 0.4131 3.3734 2.6005
C: 1.2376 3.8674 3.5191
C: 0.2687 1.9568 2.2293
H: 2.5367 4.7651 5.9657
H: 0.9951 5.5250 6.2267
H: 2.3937 6.5213 6.4460
H: 2.9127 6.2277 3.8720
H: 1.4671 7.1012 4.2918
H: -0.2634 6.5327 2.4802
H: -1.0287 4.2818 1.3320
H: 1.8230 3.3000 4.2240
H: -0.6524 1.5121 2.5952
H: 1.1219 1.4742 2.7046
H: 0.3888 1.8057 1.1604
C: -4.2335 -0.8575 0.6339
C: -3.5795 0.2424 1.4704
N: -3.0606 -0.4248 2.6974
C: -2.2626 -1.5407 2.7808
C: -2.0463 -1.7453 4.1247
N: -2.6687 -0.7481 4.7987
C: -3.2954 0.0428 3.9332
C: -2.7135 -0.6637 6.2567
H: -4.9588 -1.4685 1.1736
H: -3.5879 -1.6412 0.2295
H: -4.7105 -0.3555 -0.2082
H: -4.3694 0.9404 1.7376
H: -2.7717 0.7626 0.9632
H: -2.0057 -1.9681 1.8284
H: -1.5338 -2.5769 4.5736
H: -3.9251 0.8956 4.1268
H: -3.1412 0.2839 6.5697
H: -1.7269 -0.8047 6.6972
H: -3.2919 -1.4653 6.7192
C: -0.4932 -4.4997 1.8043
C: 0.8776 -4.6264 2.4448
N: 1.0700 -3.6291 3.5150
C: 1.3015 -2.2910 3.3611
C: 1.2799 -1.7243 4.6214
N: 1.0857 -2.7686 5.4912
C: 1.0106 -3.9133 4.8256
C: 0.9481 -2.7182 6.9444
H: -0.6631 -5.2979 1.0823
H: -0.6820 -3.6148 1.1915
H: -1.2447 -4.4864 2.5956
H: 1.6907 -4.4008 1.7525
H: 1.0656 -5.6328 2.8102
H: 1.4595 -1.7886 2.4171
H: 1.4474 -0.7081 4.9246
H: 0.6329 -4.8687 5.1581
H: 0.1044 -3.3268 7.2658
H: 0.9535 -1.7260 7.3905
H: 1.7936 -3.1693 7.4744
C: 0.8037 -0.0747 -6.8536
C: 0.7586 -0.9528 -5.6223
C: -0.6378 -1.1779 -4.9947
C: -0.4272 -1.7982 -3.6124
N: -1.6573 -2.6356 -3.1475
C: -1.4154 -3.0845 -1.6642
C: -0.7711 -4.4531 -1.8288
C: -0.6245 -4.7622 -3.3213
C: -1.7645 -3.9643 -3.8837
C: -2.9291 -1.8312 -3.3811
H: 0.0371 0.7003 -6.7111
H: 0.4977 -0.6292 -7.7389
H: 1.7170 0.4869 -7.0293
H: 1.2995 -0.4754 -4.7898
H: 1.2607 -1.9094 -5.7855
H: -1.1853 -1.8798 -5.6234
H: -1.0814 -0.1948 -4.8459
H: -0.5011 -1.0327 -2.8411
H: 0.4117 -2.4755 -3.4990
H: -2.2277 -3.0398 -0.9456
H: -0.6210 -2.4621 -1.2402
H: -1.4959 -5.1683 -1.4314
H: 0.1968 -4.5596 -1.3438
H: -0.7904 -5.8160 -3.5432
H: 0.3399 -4.4908 -3.7427
H: -2.7593 -4.3883 -3.7794
H: -1.5791 -3.7398 -4.9357
H: -2.9672 -1.1038 -2.5756
H: -3.7559 -2.5383 -3.3202
H: -3.0432 -1.4013 -4.3714
C: -3.0830 3.9579 -3.9036
N: -1.7916 3.2716 -3.5351
C: -1.0418 2.9065 -4.7948
C: -0.9515 4.3079 -2.8179
C: -2.1427 2.0834 -2.6569
C: -1.0219 1.5724 -1.7516
O: -1.5550 0.3609 -1.2326
H: -2.7794 4.7830 -4.5432
H: -3.6290 4.3130 -3.0332
H: -3.7278 3.2520 -4.4246
H: -1.7937 2.4760 -5.4587
H: -0.2225 2.2154 -4.6316
H: -0.7524 3.8358 -5.2808
H: 0.0811 3.9746 -2.7662
H: -1.4107 4.3956 -1.8345
H: -1.0098 5.2574 -3.3416
H: -2.4359 1.3071 -3.3628
H: -3.0246 2.3105 -2.0607
H: -0.7024 2.2552 -0.9576
H: -0.1075 1.3497 -2.3204
H: -0.8948 -0.0978 -0.6487
C: 5.0299 -0.4144 0.1603
N: 4.5272 0.5190 -0.9308
C: 3.4215 1.3381 -0.3483
C: 5.6545 1.4551 -1.3143
C: 4.1483 -0.2384 -2.1862
C: 2.7231 -0.7584 -2.1845
O: 2.5452 -1.5976 -1.0428
H: 5.6776 0.1245 0.8466
H: 5.5521 -1.2044 -0.3682
H: 4.1516 -0.7842 0.6766
H: 3.8215 1.8956 0.4924
H: 2.5853 0.6901 -0.0800
H: 3.0500 1.9968 -1.1343
H: 5.4103 2.0653 -2.1823
H: 6.4943 0.8219 -1.5940
H: 5.9039 2.1258 -0.4964
H: 4.8881 -1.0257 -2.3196
H: 4.3421 0.4313 -3.0250
H: 2.5812 -1.4650 -3.0082
H: 1.9482 0.0118 -2.2312
H: 1.6433 -1.4214 -0.6721

Computed properties:
LUMO energy ... -10.413 eV
Charge ... +5
HOMO energy ... -20.80 eV

Results of the Löwdin charge analysis, in e, for atoms 1 through 2: number 1, F, carries -0.5202; number 2, C, carries -0.0414

For reference, strongest force on any atom by record: 7.0; 2.4; 2.4 eV Å⁻¹.